C25H31FNO8S2 | the ωB97M-V functional and the def2-TZVPD basis

```
68
Properties=species:S:1:pos:R:3:forces:R:3
C 2.0306 2.9443 3.7525 0.2 0.0 0.3
C 0.6100 2.4808 3.5330 0.2 0.1 -0.1
O 0.6243 1.2023 2.8882 0.3 1.2 0.6
C -0.6310 0.7991 2.6208 -2.4 -1.8 -1.0
C -0.8133 -0.5475 2.1095 1.2 0.6 0.9
C -2.2139 -1.1542 2.2319 0.1 -0.3 0.1
C -2.8151 -1.0476 3.6613 0.4 0.4 -0.3
C -4.2246 -1.6122 3.8156 0.2 -0.3 -0.1
C -5.2020 -1.1074 2.7629 0.0 0.2 0.0
C -4.6170 -1.2901 1.3685 0.2 -0.1 0.0
C -3.2534 -0.6102 1.2442 0.3 0.1 0.1
C 0.2883 -1.4883 1.9510 -2.8 -0.2 0.1
O 0.0693 -2.6966 1.7631 0.7 0.1 -0.1
O 1.5543 -1.0305 2.0201 1.1 -0.3 0.0
C 2.5309 -2.0810 1.8984 -0.5 0.3 -0.1
C 3.8934 -1.4951 2.1341 0.2 0.1 0.4
O -1.6171 1.5406 2.8350 1.1 0.0 0.0
H 1.9845 3.9818 4.1059 0.2 -0.1 -0.1
H 2.5360 2.3534 4.5318 -0.1 0.1 -0.3
H 2.6190 2.8972 2.8289 -0.1 0.0 0.2
H 0.0963 2.3966 4.5063 0.0 0.1 -0.4
H 0.0772 3.2029 2.8953 0.0 -0.3 0.3
H -2.0246 -2.2147 2.0251 -0.3 0.0 -0.1
H -2.1331 -1.5552 4.3524 -0.1 0.1 0.0
H -2.8205 0.0226 3.8958 0.0 -0.2 0.2
H -4.1709 -2.7035 3.7320 -0.1 -0.1 0.0
H -4.5968 -1.3881 4.8181 -0.1 0.0 0.1
H -6.1525 -1.6420 2.8513 -0.1 0.0 0.0
H -5.4107 -0.0437 2.9326 0.0 0.0 0.0
H -4.5118 -2.3658 1.1804 0.1 0.0 -0.1
H -5.2961 -0.9043 0.6055 -0.1 0.1 0.0
H -3.3435 0.4577 1.4763 -0.1 0.0 -0.2
H -2.8614 -0.7171 0.2313 0.0 0.1 -0.1
H 2.3239 -2.8582 2.6403 -0.1 0.0 -0.3
H 2.4573 -2.5042 0.8920 0.0 -0.1 0.2
H 4.6434 -2.2086 1.7841 0.1 0.1 -0.1
H 4.0106 -0.5389 1.6223 0.0 -0.1 0.1
H 4.0673 -1.3414 3.2020 0.0 0.2 -0.1
C -3.6217 -0.6099 -4.2266 -0.1 0.1 0.2
C -2.8101 -0.4689 -5.3621 -0.1 0.2 0.3
C -1.7446 0.4265 -5.3162 0.1 -0.4 0.2
C -1.5177 1.1149 -4.1264 0.1 0.5 0.3
S -0.1169 2.2059 -4.0362 -1.3 -0.4 -0.5
N 1.0119 1.1517 -3.0802 0.0 0.8 1.0
F 0.5718 1.0787 -1.6170 1.1 0.8 -3.2
S 2.6229 1.9973 -3.2733 1.0 -0.6 0.0
C 3.7668 0.7140 -2.7885 -0.2 0.6 0.2
C 4.0818 0.6317 -1.4425 -0.2 -0.3 0.1
C 4.9648 -0.3611 -1.0296 0.1 0.1 -0.4
C 5.5239 -1.2120 -1.9984 0.0 0.0 0.3
C 5.2680 -1.0550 -3.3670 -0.1 0.2 0.2
C 4.3915 -0.0502 -3.7765 -0.2 -0.3 0.2
O 2.8287 2.0942 -4.6911 -0.5 0.2 0.6
O 2.6992 3.1485 -2.4234 -0.2 -0.7 -0.1
O 0.3733 2.2175 -5.3872 0.2 0.2 0.9
O -0.4015 3.4166 -3.3202 0.3 -0.8 -0.2
C -2.3566 1.0515 -3.0261 0.1 -0.3 0.1
C -3.4188 0.1520 -3.0616 0.0 0.1 -0.3
H -4.4417 -1.3275 -4.2441 0.2 0.2 0.0
H -2.9939 -1.0437 -6.2783 0.0 0.2 0.5
H -1.0724 0.5625 -6.1594 -0.2 0.0 0.2
H 3.5978 1.3283 -0.7568 0.2 -0.3 0.0
H 5.2013 -0.4358 0.0353 0.0 -0.2 -0.6
H 6.1696 -2.0232 -1.6638 0.0 0.2 -0.1
H 5.7383 -1.7062 -4.1191 -0.2 0.4 0.5
H 4.1661 0.1217 -4.8252 0.0 0.0 0.2
H -2.1185 1.6638 -2.1558 -0.2 -0.2 -0.1
H -4.0704 0.0837 -2.1824 0.2 -0.2 -0.5
```
Forces are in eV/Å.

Summary:
Net charge: -1
E_HOMO in eV: -3.258
Energy relative to the best compared isomer or geometry (same formula, charge and spin) in eV: 0.000
Gap between HOMO and LUMO in eV: 5.1288
E in eV: -68683.36830

Results of the natural (NBO) charge analysis, in e, for atoms 1 through 8:
1. C -0.62
2. C -0.07
3. O -0.52
4. C 0.75
5. C -0.44
6. C -0.23
7. C -0.41
8. C -0.39


C25H31N3O3 | the ωB97M-V functional and the def2-TZVPD basis

```
62
Properties=species:S:1:pos:R:3:forces:R:3
C -3.5640 -1.9329 -2.4070 -0.1 0.1 0.0
N -3.9886 -0.8230 -1.5832 -0.1 0.0 0.1
C -5.1249 -1.1796 -0.7420 0.0 -0.1 -0.1
C -5.7110 0.0331 -0.0728 0.0 -0.1 0.1
C -5.9607 0.0522 1.2925 0.0 -0.1 -0.1
C -6.4996 1.1781 1.8932 -0.1 0.1 0.1
C -6.7886 2.2990 1.1350 0.0 0.1 0.1
C -6.5404 2.2885 -0.2284 0.0 0.0 -0.1
C -6.0083 1.1623 -0.8281 0.0 0.0 0.0
C -2.9061 -0.1679 -0.8805 0.3 -0.2 0.1
C -2.1076 -0.9982 0.1470 0.4 0.5 -0.6
O -2.8559 -1.3450 1.2875 -0.1 0.0 0.4
C -0.8467 -0.2208 0.5605 -0.3 -0.3 0.3
O -0.0333 -0.0673 -0.5815 0.1 0.0 -0.2
C 1.1285 0.6328 -0.4645 0.1 0.1 -0.2
C 1.8604 0.8001 -1.6401 -0.2 -0.1 0.1
C 3.0568 1.4864 -1.6285 -0.1 0.1 0.1
C 3.5621 2.0233 -0.4492 0.0 0.1 -0.1
C 4.8995 2.7264 -0.3967 0.0 0.1 0.2
N 5.8944 2.0933 0.4595 0.0 0.1 0.2
C 6.5854 0.9497 -0.0863 -0.2 -0.4 0.1
C 5.7030 -0.2671 -0.4222 0.3 0.3 -0.2
O 4.9465 -0.5829 0.7321 0.1 0.0 0.2
C 3.8364 -1.3448 0.5928 -0.3 -0.3 0.0
C 3.4521 -2.0214 -0.5605 0.3 0.1 0.1
C 2.2688 -2.7432 -0.5422 -0.1 0.0 0.2
C 1.5151 -2.7682 0.6169 -0.1 -0.2 -0.3
N 1.8813 -2.1368 1.7233 -0.2 0.0 0.4
C 3.0032 -1.4525 1.7136 0.5 0.1 -0.1
C 2.8179 1.8669 0.7111 0.1 0.1 -0.3
C 1.6154 1.1826 0.7156 -0.3 -0.1 0.0
H -4.3690 -2.1804 -3.1003 0.0 -0.1 0.0
H -2.6889 -1.6349 -2.9819 0.1 0.0 -0.1
H -3.3178 -2.8374 -1.8319 0.0 0.0 0.0
H -5.8827 -1.6126 -1.4055 0.0 0.0 0.1
H -4.8641 -1.9396 0.0106 -0.1 0.1 -0.1
H -5.7357 -0.8213 1.8888 0.0 -0.1 0.0
H -6.6915 1.1798 2.9566 0.0 0.0 0.1
H -7.2058 3.1781 1.6039 0.0 0.1 0.0
H -6.7651 3.1612 -0.8243 0.0 0.1 0.0
H -5.8050 1.1472 -1.8882 0.0 0.0 -0.1
H -3.3251 0.7058 -0.3689 0.2 0.0 0.0
H -2.1946 0.1855 -1.6315 0.0 0.1 0.1
H -1.7943 -1.9467 -0.2983 0.0 0.1 0.0
H -3.2382 -0.5420 1.6626 0.0 0.0 0.0
H -0.3194 -0.7804 1.3441 -0.1 0.1 -0.1
H -1.1398 0.7638 0.9571 0.0 0.0 0.0
H 1.4694 0.3773 -2.5523 -0.1 -0.1 -0.1
H 3.6059 1.6102 -2.5525 0.1 0.0 -0.1
H 4.7521 3.7391 -0.0023 0.0 0.0 -0.2
H 5.3236 2.8135 -1.4002 0.0 0.1 0.0
H 5.4634 1.8311 1.3405 0.1 0.1 -0.1
H 7.3329 0.6487 0.6519 0.1 0.0 -0.1
H 7.1026 1.2581 -0.9998 0.1 -0.1 0.0
H 5.0335 -0.0212 -1.2531 0.1 -0.1 0.1
H 6.3351 -1.1183 -0.7104 -0.1 0.0 0.0
H 4.0542 -1.9972 -1.4559 0.1 0.0 0.0
H 1.9432 -3.2748 -1.4228 -0.1 -0.1 -0.1
H 0.5824 -3.3117 0.6753 -0.1 -0.1 -0.1
H 3.2762 -0.9511 2.6318 0.1 0.1 0.1
H 3.1824 2.2879 1.6380 0.0 0.0 0.1
H 1.0745 1.0750 1.6417 -0.1 0.0 0.1
```
Forces are in eV/Å.

Summary:
E_HOMO in eV: -8.267
Energy relative to the best compared isomer or geometry (same formula, charge and spin) in eV: 2.919
Gap between HOMO and LUMO in eV: 9.0053
E in eV: -37039.94432
SMILES: CN(Cc1ccccc1)C[C@H](O)COc1ccc(CNCCOc2cccnc2)cc1

Results of the natural (NBO) charge analysis, in e, for atoms 1 through 8:
1. C -0.41
2. N -0.44
3. C -0.27
4. C 0.07
5. C -0.25
6. C -0.21
7. C -0.22
8. C -0.20


C25H31N5O4 | the ωB97M-V functional and the def2-TZVPD basis

```
65
Properties=species:S:1:pos:R:3:forces:R:3
C 2.1643 0.0050 -3.3835 0.0 0.1 0.0
C 2.3144 0.3131 -1.9247 0.1 -0.1 0.2
C 3.0680 -0.5004 -1.0941 0.0 0.1 -0.2
C 3.1900 -0.1908 0.2486 -0.1 0.1 0.0
C 2.5905 0.9272 0.8076 0.0 0.0 0.2
C 2.7976 1.2147 2.2764 -0.1 0.2 0.0
C 3.5078 2.5529 2.4892 0.0 -0.2 0.0
C 1.4809 1.1665 3.0529 0.2 -0.1 0.0
C 1.8315 1.7508 -0.0379 0.1 -0.2 -0.1
O 1.2350 2.8572 0.5259 0.1 -0.3 0.1
C 0.7561 3.8768 -0.3211 0.1 0.3 -0.2
C -0.5505 3.5880 -1.0740 0.2 0.2 0.1
O -0.6217 3.8020 -2.2722 0.2 0.1 -0.2
N -1.6071 3.1662 -0.3554 -0.3 -0.1 0.0
C -1.6339 2.8305 1.0462 0.1 -0.2 0.5
C -1.7711 1.3151 1.2024 0.2 0.3 0.2
N -2.9956 0.8858 0.5425 0.0 -0.2 0.0
C -3.3351 -0.4914 0.8056 -0.1 0.1 0.1
C -2.3599 -1.5175 0.3122 0.2 -0.1 -0.1
N -1.2629 -1.2677 -0.3377 0.0 0.6 0.0
C -0.6883 -2.4819 -0.5940 -0.4 -0.8 0.3
C 0.4849 -2.7844 -1.2609 0.1 -0.3 -0.1
C 0.8116 -4.1273 -1.3672 -1.1 0.4 0.6
N 2.0191 -4.4926 -2.0511 0.5 -0.2 -0.3
O 2.6842 -3.6030 -2.5422 0.2 0.2 -0.2
O 2.3113 -5.6705 -2.1031 0.1 -0.2 0.0
C 0.0083 -5.1461 -0.8340 0.2 -0.1 -0.1
C -1.1610 -4.8509 -0.1717 -0.1 0.0 0.1
C -1.5072 -3.5098 -0.0548 0.7 0.2 -0.4
N -2.5677 -2.8633 0.5180 0.2 0.2 -0.1
C -3.6821 -3.4562 1.2005 -0.3 0.0 0.2
C -2.9520 1.2141 -0.8760 0.0 0.3 -0.2
C -2.8074 2.7271 -1.0351 -0.2 -0.2 -0.4
C 1.6987 1.4342 -1.3817 -0.1 0.2 0.1
H 2.4942 -1.0086 -3.5993 0.0 -0.1 -0.1
H 1.1279 0.1210 -3.6965 -0.1 0.0 -0.1
H 2.7673 0.6942 -3.9747 0.0 0.0 -0.1
H 3.5561 -1.3764 -1.4956 0.0 -0.1 0.0
H 3.7808 -0.8353 0.8845 0.1 0.0 0.1
H 3.4473 0.4247 2.6715 -0.1 0.0 -0.1
H 3.7195 2.7008 3.5463 0.0 0.1 0.1
H 2.8864 3.3724 2.1414 0.0 0.1 0.0
H 4.4475 2.5713 1.9414 0.1 0.1 0.0
H 0.9698 0.2231 2.8711 -0.1 -0.1 0.0
H 0.8319 1.9793 2.7441 -0.1 0.1 0.0
H 1.6718 1.2594 4.1204 0.0 0.0 0.1
H 1.5051 4.1428 -1.0773 -0.2 -0.1 0.1
H 0.5973 4.7445 0.3300 0.0 -0.1 -0.1
H -0.7346 3.1788 1.5469 -0.1 0.0 0.0
H -2.5086 3.3179 1.4928 0.1 0.0 0.0
H -1.8406 1.0634 2.2633 0.0 0.0 0.0
H -0.8852 0.8245 0.7746 0.0 0.1 0.1
H -3.4483 -0.6100 1.8907 -0.1 -0.1 -0.1
H -4.3132 -0.6914 0.3498 0.0 0.0 0.1
H 1.1182 -2.0140 -1.6667 0.0 0.0 0.0
H 0.3307 -6.1681 -0.9578 0.0 0.0 0.0
H -1.7765 -5.6381 0.2357 0.0 -0.1 0.0
H -4.6201 -3.1815 0.7133 0.0 -0.1 0.0
H -3.7178 -3.1227 2.2401 0.0 -0.1 0.0
H -3.5794 -4.5389 1.1816 0.0 0.0 0.0
H -3.8866 0.8873 -1.3377 0.0 0.0 0.0
H -2.1102 0.7154 -1.3772 -0.1 0.1 0.0
H -2.7217 2.9984 -2.0879 -0.1 0.0 0.1
H -3.6696 3.2333 -0.5901 0.0 0.0 0.0
H 1.1102 2.0589 -2.0345 -0.1 0.1 -0.1
```
Forces are in eV/Å.

Summary:
E_HOMO in eV: -8.272
Energy relative to the best compared isomer or geometry (same formula, charge and spin) in eV: 4.836
Gap between HOMO and LUMO in eV: 8.0685
E in eV: -42067.14976
SMILES: Cc1ccc(C(C)C)c(OCC(=O)N2CCN(Cc3nc4cc([N+](=O)[O-])ccc4n3C)CC2)c1

Results of the natural (NBO) charge analysis, in e, for atoms 1 through 8:
1. C -0.64
2. C 0.01
3. C -0.27
4. C -0.13
5. C -0.11
6. C -0.23
7. C -0.60
8. C -0.60


C25H32As2ClO11Os | the ωB97M-V functional and the def2-TZVPD basis

```
72
Properties=species:S:1:pos:R:3:forces:R:3
Os 1.2281 1.9215 0.2116 -0.3 -0.2 -0.3
C 3.9468 -0.2232 2.8233 0.0 0.0 0.1
C 2.7373 0.6492 2.7003 0.0 0.0 -0.2
C 1.4616 0.0697 2.6561 0.0 -0.1 0.1
C 0.3110 0.8406 2.5327 0.1 0.0 0.1
C -1.0565 0.2336 2.6017 0.0 0.0 -0.1
C 0.4478 2.2402 2.4167 0.1 0.0 -0.1
C 1.7203 2.8554 2.4442 0.0 0.0 0.1
C 1.8473 4.3522 2.4649 0.0 0.0 -0.1
C 2.8513 2.0278 2.5854 0.1 0.0 0.1
H 4.0832 -0.5228 3.8651 0.0 0.0 0.0
H 4.8421 0.2970 2.4954 0.1 0.0 0.0
H 3.8227 -1.1228 2.2235 0.0 0.0 0.0
H 1.3743 -1.0074 2.7184 0.0 0.0 0.0
H -1.4832 0.4150 3.5905 0.0 0.0 0.0
H -1.0272 -0.8430 2.4405 0.0 0.0 0.0
H -1.7270 0.6912 1.8718 0.0 0.0 0.0
H -0.4383 2.8607 2.3866 0.0 0.0 -0.1
H 1.8327 4.6985 3.5003 0.0 0.0 0.0
H 1.0207 4.8267 1.9382 0.0 0.0 0.0
H 2.7849 4.6769 2.0164 0.0 0.0 0.0
H 3.8333 2.4853 2.5883 0.0 0.0 0.0
O -0.2125 2.8040 -0.2710 0.0 0.0 0.2
C 1.6716 -4.8749 0.3618 0.0 0.0 0.0
O 0.5722 -4.0231 -0.0182 -0.1 0.0 0.0
C 0.7823 -2.7224 0.1001 0.1 0.0 -0.1
O 1.8337 -2.2229 0.4320 0.0 0.0 0.1
C -0.3990 -1.8878 -0.2813 0.0 0.0 0.1
C -1.6532 -2.2395 -0.0077 0.0 0.0 0.0
As -3.2673 -1.1595 -0.2415 0.0 0.0 0.0
C -4.3234 -2.3685 -1.3564 0.0 0.0 0.0
C -2.6680 0.0623 -1.6524 0.0 -0.1 0.0
C -1.4236 0.4245 -1.9470 0.1 0.0 -0.1
As 0.1786 -0.2259 -1.0867 0.0 0.1 0.0
C 1.3336 -0.9088 -2.4886 0.0 0.0 0.0
C -1.0757 1.4804 -2.9489 0.1 0.1 0.0
O 0.0632 1.6548 -3.3192 -0.3 0.0 0.0
O -2.1186 2.1986 -3.3399 0.1 -0.1 0.0
C -1.8515 3.2161 -4.3247 0.0 0.0 0.0
C -3.8660 0.5870 -2.4102 0.0 0.0 0.0
O -4.2496 0.0243 -3.3930 0.0 -0.1 -0.1
O -4.5549 1.5912 -1.8687 -0.1 0.0 0.0
C -3.9835 2.3490 -0.7945 0.0 0.1 0.1
C -1.9495 -3.5218 0.7268 -0.2 -0.1 0.0
O -2.5829 -4.4315 0.2670 0.1 0.1 0.1
O -1.4943 -3.4610 1.9862 0.0 0.0 -0.1
C -1.7580 -4.6370 2.7796 0.0 0.0 0.0
H 1.3319 -5.8869 0.1682 0.0 0.0 0.0
H 1.9009 -4.7355 1.4162 0.0 0.0 0.0
H 2.5487 -4.6392 -0.2366 0.0 0.0 0.0
H -4.6186 -3.2158 -0.7437 0.0 0.0 0.0
H -3.7586 -2.7056 -2.2213 0.0 0.0 0.0
H -5.2073 -1.8222 -1.6817 0.0 0.0 0.0
H 0.7450 -1.5339 -3.1588 0.0 0.0 0.0
H 2.1265 -1.4851 -2.0161 0.0 0.0 0.0
H 1.7359 -0.0647 -3.0407 0.0 0.0 0.0
H -2.8113 3.6807 -4.5246 0.0 0.0 0.0
H -1.4474 2.7596 -5.2258 0.0 0.0 0.0
H -1.1407 3.9358 -3.9243 0.0 0.0 0.0
H -4.6750 3.1686 -0.6265 0.0 0.0 0.0
H -3.0031 2.7386 -1.0681 -0.1 0.0 0.0
H -3.9143 1.7468 0.1130 0.0 0.0 0.0
H -1.3495 -4.4248 3.7625 0.0 0.0 0.0
H -1.2704 -5.5019 2.3333 0.0 0.0 0.0
H -2.8294 -4.8181 2.8364 0.0 0.0 0.0
Cl 5.4224 3.2117 -1.7287 0.0 0.0 0.0
C 4.5024 1.7551 -2.1831 0.0 0.0 0.0
C 3.3427 1.6475 -1.2399 0.0 0.1 0.0
O 3.3391 0.9011 -0.2462 -0.1 0.0 0.2
O 2.3066 2.3910 -1.4535 0.1 0.1 -0.1
H 5.1515 0.8917 -2.0800 0.0 0.0 0.0
H 4.1551 1.8751 -3.2055 0.0 0.0 0.0
```
Forces are in eV/Å.

Summary:
Net charge: +1
E_HOMO (alpha / beta) in eV: -10.776 / -11.861
Energy relative to the best compared isomer or geometry (same formula, charge and spin) in eV: 0.096
Gap between HOMO and LUMO (alpha / beta) in eV: 7.7232 / 7.1195
E in eV: -185624.93160
Multiplicity: 5

Results of the Mulliken charge analysis, in e, for atoms 1 through 8:
1. Os 1.98
2. C -1.91
3. C 0.81
4. C -0.01
5. C 0.65
6. C -1.04
7. C -1.04
8. C 0.64